Entry 1:
# C3H7OS

A 2-piece molecular cluster, C3H7OS overall (the ωB97M-V functional and the def2-TZVPD basis, the OMol25 dataset).

Properties
Total charge   -1
ΔE to the lowest compared entry with this formula, charge and spin   8.4 kJ/mol
LUMO level   4.13 eV

Cartesian coordinates (Å):
C: -0.54911 -2.04666 -0.33950
C: -0.25857 -0.74304 -0.06724
O: -0.33201 -0.34456 1.21349
C: 0.26250 0.26711 -1.06810
H: -0.38755 -2.45388 -1.33501
H: -0.88956 -2.68241 0.47467
H: -0.12579 0.65145 1.36421
H: 0.30867 -0.17936 -2.06672
H: -0.42023 1.12141 -1.11431
H: 1.22651 0.68760 -0.75432
S: 0.51905 2.59651 1.23249
H: 0.64607 3.12584 2.46034

Atomic forces in eV per Å
C 0.3 1.1 -0.1
C 0.4 -0.9 0.3
O -0.2 0.6 0.1
C -0.4 -0.2 0.0
H -0.2 0.1 0.2
H 0.1 0.0 -0.2
H 0.0 -0.6 -0.4
H 0.2 0.0 0.2
H 0.0 -0.1 0.0
H -0.2 -0.3 -0.1
S 0.0 0.2 0.1
H 0.0 -0.1 0.0


Entry 2:
# C15H15BF2N5O2SSn

C15H15BF2N5O2SSn as an isolated structure (the ωB97M-V functional and the def2-TZVPD basis, the OMol25 dataset).

Properties
Total charge   +3
ΔE to the lowest compared entry with this formula, charge and spin   217.7 kJ/mol
LUMO level   -12.08 eV

Cartesian coordinates (Å):
Sn: 1.34239 0.14235 0.37823
O: 0.08103 -5.51481 -4.20315
N: -0.93798 -4.94782 -3.88367
O: -2.05677 -5.22262 -4.22509
C: -0.80480 -3.76927 -2.96092
C: -1.95342 -3.13873 -2.65171
C: -1.96407 -2.00351 -1.78195
C: -3.14379 -1.31368 -1.43459
C: -3.07185 -0.22521 -0.59290
C: -1.83068 0.16404 -0.10322
N: -0.70835 -0.48192 -0.42294
C: -0.75883 -1.55311 -1.25094
C: 0.45850 -2.22545 -1.58290
N: 1.58456 -1.73135 -1.03387
C: 2.76204 -2.28528 -1.29440
C: 2.87534 -3.38699 -2.13528
C: 1.73769 -3.91379 -2.70406
C: 0.47020 -3.33543 -2.43826
H: -2.88596 -3.49541 -3.06935
H: -4.09292 -1.65058 -1.83491
H: -3.95855 0.32465 -0.31091
H: -1.73592 1.01416 0.56139
H: 3.63676 -1.84669 -0.82735
H: 3.84621 -3.81834 -2.33470
H: 1.80443 -4.76887 -3.35766
F: 4.58126 1.50759 0.44064
B: 3.98451 0.72429 1.23342
F: 4.38970 -0.10020 2.10207
C: -0.51987 5.91294 2.00405
N: 0.13651 4.64800 1.65752
C: 0.17172 3.59491 2.44580
S: 1.08937 2.17966 1.85056
N: -0.42364 3.57237 3.61317
C: -0.44956 2.49245 4.60648
H: -0.48870 6.56957 1.14098
H: -0.00999 6.40347 2.83501
H: -1.56755 5.74801 2.26090
H: 0.68362 4.62711 0.81123
H: -0.88519 4.42698 3.90444
H: -0.15773 1.55126 4.15354
H: -1.45605 2.40137 5.00727
H: 0.22631 2.72387 5.42804

Atomic forces in eV per Å
Sn -0.3 -1.1 -0.9
O 0.0 0.0 0.0
N -0.1 0.1 0.1
O 0.1 0.0 0.0
C 0.0 0.0 0.0
C -0.1 0.1 0.0
C -0.1 0.0 0.0
C 0.1 0.0 0.0
C 0.0 0.0 0.0
C -0.1 0.1 0.0
N 0.8 0.7 0.6
C 0.0 -0.1 -0.1
C -0.1 -0.2 -0.1
N 0.3 0.8 0.6
C 0.0 -0.1 0.0
C -0.1 0.0 0.0
C 0.1 0.0 0.0
C 0.0 -0.1 -0.1
H 0.0 -0.1 0.0
H 0.0 0.0 0.0
H 0.0 0.0 0.0
H 0.0 0.0 0.0
H 0.0 0.0 0.0
H 0.0 0.0 0.0
H 0.0 0.0 0.0
F -0.5 0.4 -0.2
B 0.1 -0.3 -0.3
F -0.5 -0.1 0.3
C -0.1 0.1 0.1
N 0.0 0.2 0.0
C -0.4 -0.2 -0.3
S 0.6 0.0 0.1
N 0.0 0.0 0.1
C 0.0 -0.1 0.1
H 0.1 0.0 0.0
H 0.0 0.0 0.0
H 0.0 -0.1 0.0
H 0.0 -0.1 0.0
H 0.1 0.1 0.0
H 0.0 0.0 0.0
H 0.0 0.0 -0.1
H 0.0 0.0 0.0


Entry 3:
# C6H15ClN7

An isolated ion of composition C6H15ClN7 and charge +1 (the ωB97M-V functional and the def2-TZVPD basis, the OMol25 dataset).

Properties
Total charge   +1
LUMO level   -4.27 eV
Structure (SMILES)   CC[C@@H](Cl)c1nnn(CC(N)(N)N)[nH+]1

Cartesian coordinates (Å):
C: -0.77812 -2.86214 3.75661
C: 0.18248 -1.87918 3.08867
C: 0.19969 -1.97292 1.57138
Cl: -1.45248 -2.19195 0.85640
C: 0.75638 -0.74499 0.92673
N: 1.47936 0.22302 1.45836
N: 1.75977 1.09182 0.48755
N: 1.22429 0.67694 -0.59761
C: 1.19604 1.31978 -1.90557
C: -0.22695 1.86527 -2.21491
N: -1.14084 0.86123 -2.77654
N: -0.04588 2.97988 -3.13239
N: -0.81869 2.28499 -0.96499
N: 0.59354 -0.48348 -0.37953
H: -0.47357 -3.03735 4.78120
H: -0.76910 -3.82844 3.26468
H: -1.78786 -2.47864 3.77082
H: 1.18393 -2.11273 3.43575
H: -0.07561 -0.87701 3.41021
H: 0.76267 -2.83488 1.23646
H: 1.91350 2.12866 -1.91423
H: 1.50040 0.57702 -2.63385
H: -1.61567 0.33294 -2.05466
H: -0.69248 0.23097 -3.42653
H: -0.93867 3.45728 -3.15674
H: 0.08348 2.63038 -4.07553
H: -1.78539 2.54322 -1.10889
H: -0.30379 3.08794 -0.62225
H: 0.06959 -0.98764 -1.08060

Atomic forces in eV per Å
C 0.2 -0.1 -0.1
C -0.3 -0.4 0.3
C -0.5 0.4 0.1
Cl 0.2 0.0 0.0
C -0.1 -0.3 -0.6
N 0.2 0.3 -0.2
N -0.1 -0.1 0.2
N -0.2 -0.9 -0.3
C -0.1 0.3 -0.1
C -0.7 -0.1 -0.2
N 0.4 0.0 0.5
N 0.0 -0.3 0.1
N 0.4 -0.1 -0.1
N 0.5 0.5 0.6
H 0.1 0.1 0.2
H -0.1 -0.2 -0.1
H -0.3 0.0 -0.1
H 0.3 0.2 -0.1
H 0.1 0.3 -0.1
H 0.1 -0.2 0.0
H 0.2 0.1 0.3
H 0.1 -0.1 -0.2
H -0.1 0.0 0.0
H -0.1 0.0 -0.2
H 0.0 0.2 -0.1
H 0.2 0.0 -0.1
H -0.1 0.1 0.0
H -0.2 0.2 0.1
H -0.1 0.1 -0.1


Entry 4:
# C10H22

A 2-piece molecular cluster, C10H22 overall (the ωB97M-V functional and the def2-TZVPD basis, the OMol25 dataset).

Properties
Total charge   0
ΔE to the lowest compared entry with this formula, charge and spin   341.8 kJ/mol
LUMO level   0.85 eV
Structure (SMILES)   CC(C)(C)C.C1CCCC1

Cartesian coordinates (Å):
C: 2.30742 -1.79407 -0.99318
C: 2.00463 -0.30069 -1.36176
C: 0.86496 -0.28941 -2.26245
C: 0.29382 -1.71880 -2.29502
C: 0.83870 -2.26743 -0.94345
C: -1.06940 1.10171 1.24463
C: -1.99183 1.59013 2.36873
C: -0.45655 2.32888 0.59894
C: -1.92951 0.20768 0.42498
C: 0.03069 0.35402 1.95483
H: 3.09297 -2.33574 -1.51101
H: 2.69872 -1.53416 0.03904
H: 2.96199 0.15997 -1.82073
H: 1.71501 0.12679 -0.36270
H: 0.93513 0.16287 -3.34482
H: 0.07034 0.30420 -1.93153
H: 0.76956 -2.35855 -3.07034
H: -0.76632 -1.93761 -2.29514
H: 0.69877 -3.35923 -0.72587
H: 0.33377 -1.91395 -0.07000
H: -1.34255 1.77341 3.40212
H: -2.54065 2.62590 2.02648
H: -2.91624 0.71337 2.54345
H: 0.26933 2.42936 -0.23877
H: -1.26609 2.88243 0.14924
H: 0.06200 2.97828 1.34615
H: -1.38281 -0.09636 -0.42458
H: -3.03371 0.57438 0.17711
H: -2.15480 -0.77035 1.09552
H: -0.40524 -0.53667 2.45952
H: 0.68938 -0.01835 1.11658
H: 0.61852 0.91799 2.70403

Atomic forces in eV per Å
C -0.6 2.2 3.0
C 3.6 0.2 0.3
C -2.4 0.1 -4.4
C 1.1 -1.8 1.0
C 1.1 -2.3 -0.6
C 0.0 1.1 2.2
C -2.3 1.0 2.0
C 0.5 2.0 -0.7
C -2.8 -2.1 1.1
C 0.9 -2.0 -0.9
H -0.5 -0.1 -0.5
H -0.1 -1.5 -0.8
H -1.6 -0.2 1.1
H 0.7 0.2 -1.3
H 0.7 -1.1 1.8
H -1.1 1.2 1.0
H -0.3 0.5 0.2
H -0.4 0.8 -0.5
H 0.3 0.5 -1.0
H -0.3 1.2 0.4
H -2.1 -0.3 -2.6
H 1.2 -2.6 1.1
H 2.8 2.7 -0.1
H -0.1 -1.7 0.3
H -0.5 0.7 0.2
H -0.8 -0.5 -0.1
H 0.1 -0.6 -1.4
H 2.6 -0.3 0.3
H 0.6 2.0 -1.6
H 0.4 0.4 -0.2
H -0.2 0.1 1.3
H -0.4 0.0 -0.6


| no. | F_max (eV Å⁻¹) | E_HOMO (eV) |
| --- | --- | --- |
| 1 | 1.12 | -3.32 |
| 2 | 1.42 | -18.39 |
| 3 | 0.99 | -13.51 |
| 4 | 4.98 | -10.63 |